DFT (the ωB97M-V functional and the def2-TZVPD basis) results for C36H33Cl4DyN4O5PSTe as an isolated structure in a non-equilibrium geometry.

As for the total energy: -155656.4304 eV. As for the spin multiplicity: 6. Its relative energy (zero: lowest compared OMol25 entry of this formula, charge and spin) is 0.0 kJ/mol. As for the LUMO energy (alpha / beta): -3.29 / -3.28 eV. The expectation value of S² is 9.34. For the max |F|, the calculation gives 0.0584 hartree/bohr. As for the charge: +1.

Geometry as XYZ:
```
86
Properties=species:S:1:pos:R:3:mulliken_charge:R:1
C -4.032 -1.098 -1.550 -1.125
O 4.774 0.769 2.503 -0.068
C -0.325 -2.457 0.343 0.608
S -7.633 -1.055 0.333 -0.164
H -3.497 2.935 -3.387 0.419
C -3.610 0.896 -2.643 -0.556
O 0.763 -0.906 -1.183 -0.519
C -0.352 -4.847 -0.168 -0.094
H 0.627 3.503 5.711 0.466
C -6.489 -1.632 -1.873 -1.011
H 5.790 -0.145 5.527 0.387
C -0.655 -3.806 0.702 -1.280
H 8.929 -0.781 1.014 0.353
H -8.677 -1.982 -1.729 0.367
C -1.483 -0.980 -5.835 0.210
H -1.473 2.215 5.956 0.268
C -7.713 -1.638 -1.273 -0.350
Cl -4.859 0.984 -5.463 -0.206
H 6.426 1.241 4.555 0.267
O -3.307 0.144 -1.533 0.286
N -1.759 2.538 -2.181 0.362
H -2.942 0.443 5.089 0.464
N 0.201 2.167 -1.224 0.087
C -0.821 3.303 -2.826 -0.324
C -0.785 0.503 2.528 -0.279
C -3.175 2.370 -2.494 -1.170
H 7.915 1.362 0.011 0.306
H 2.900 2.961 2.139 0.610
N -0.252 -0.267 1.460 0.195
N 1.214 1.841 2.288 0.285
P 4.604 0.350 0.966 0.733
C -5.956 -0.718 0.153 0.888
H 0.449 -5.322 -2.103 0.446
C 7.409 0.599 0.665 -0.174
C -1.938 0.264 3.211 0.091
O 6.030 0.587 0.318 -0.373
H -0.191 -1.602 -4.311 0.681
H -4.692 0.951 -2.865 0.766
C 0.215 -4.546 -1.368 -0.581
H -3.393 -1.683 -0.941 0.574
C 0.567 -3.223 -1.696 -0.337
C 1.818 3.469 3.934 -1.017
C -1.337 1.806 4.912 -0.636
Cl -0.816 -6.478 0.275 -0.207
H 4.702 1.068 4.989 0.293
H 7.397 0.995 1.668 0.221
C -5.477 -1.047 -1.060 0.039
C 5.306 -0.231 3.381 0.114
C 0.730 3.132 4.721 -0.545
C -0.180 2.173 4.246 1.061
C 0.317 -2.148 -0.874 0.320
C 7.933 -0.771 0.586 -0.950
H -4.042 -1.569 -2.553 0.402
H -1.603 1.199 -0.555 0.916
C 5.578 0.524 4.653 -1.293
H -2.988 -0.261 -7.252 0.418
H 7.361 -1.376 1.233 0.254
C -3.296 0.319 -5.151 0.984
H -1.273 -0.418 -2.571 0.035
H -1.056 3.874 -3.716 0.421
C -2.627 -0.306 -6.200 -0.627
H 7.814 -1.142 -0.437 0.319
C -1.012 -1.017 -4.567 -1.361
Cl -5.094 -0.033 1.498 -0.181
H -3.776 2.757 -1.648 0.325
Te 3.728 -1.799 0.374 -0.219
C -0.636 -1.499 1.338 0.011
C -2.205 0.866 4.441 -1.284
Cl -0.622 -2.005 -7.040 -0.228
H -1.257 -1.895 2.134 0.501
C -1.127 1.909 -1.202 -0.978
H 2.540 4.189 4.292 0.414
O 3.669 1.435 0.496 -0.590
C 2.033 2.768 2.750 -0.272
H -6.454 -1.986 -2.920 0.316
C 0.376 3.018 -2.294 -0.656
C -1.610 -0.326 -3.597 0.927
C 0.129 1.503 3.030 0.046
C -2.826 0.331 -3.832 -0.660
Dy 1.597 0.555 0.070 0.552
H 0.995 -3.061 -2.664 0.552
H 4.564 -1.055 3.475 0.301
H 1.407 3.466 -2.562 0.373
H 6.246 -0.692 2.889 0.078
H -2.571 -0.556 2.825 0.504
H -1.157 -3.923 1.656 0.499
```